Entry 1:
2 unconnected molecules or ions with the total composition C16H17N. Source: the Open Molecules 2025 dataset; level of theory: ωB97M-V/def2-TZVPD.

Summary:
ΔE to the lowest compared entry with this formula, charge and spin	9.3	kcal/mol
2S+1	1
Kohn-Sham gap	8.5	eV
largest force on an atom	1.50	eV/A

Each line ends with the Löwdin charge.
Cartesian coordinates (Å):
C -2.609 0.397 1.244  -0.044
C -1.205 -0.035 1.474  -0.228
C -0.742 -1.313 1.483  -0.063
N 0.628 -1.287 1.648  0.081
C 1.042 -0.001 1.820  -0.233
C 2.349 0.489 1.884  -0.034
C 2.518 1.861 1.834  -0.099
C 1.390 2.698 1.797  -0.109
C 0.115 2.209 1.631  -0.033
C -0.092 0.830 1.724  -0.139
H -3.374 -0.168 1.781  0.077
H -2.903 0.340 0.190  0.070
H -2.756 1.466 1.445  0.074
H -1.253 -2.257 1.411  0.120
H 1.163 -2.131 1.738  0.150
H 3.173 -0.155 1.584  0.108
H 3.521 2.263 1.893  0.096
H 1.539 3.768 1.680  0.096
H -0.707 2.912 1.585  0.108
C 0.245 -2.887 -1.452  -0.069
C 0.022 -1.478 -1.861  -0.294
C -1.151 -1.087 -2.490  -0.059
C -1.389 0.239 -2.853  -0.091
C -0.507 1.220 -2.445  -0.093
C 0.690 0.839 -1.838  -0.083
C 0.988 -0.496 -1.639  -0.057
H 0.019 -3.631 -2.219  0.080
H -0.391 -3.257 -0.635  0.066
H 1.245 -3.061 -1.046  0.075
H -1.940 -1.830 -2.577  0.112
H -2.349 0.443 -3.321  0.102
H -0.671 2.272 -2.630  0.099
H 1.463 1.580 -1.667  0.106
H 1.930 -0.751 -1.173  0.106

Entry 2:
A gas-phase ion, C16H17N2O4 (charge -1). Source: the Open Molecules 2025 dataset; level of theory: ωB97M-V/def2-TZVPD.

Summary:
charge	-1
ΔE to the lowest compared entry with this formula, charge and spin	30.2	kcal/mol
2S+1	1
Kohn-Sham gap	7.4	eV
largest force on an atom	5.57	eV/A

Each line ends with the Löwdin charge.
Cartesian coordinates (Å):
C 0.222 -0.770 5.406  -0.110
C -0.429 0.386 4.716  -0.061
C -0.072 0.869 3.464  -0.106
C -0.511 1.978 2.661  -0.349
O -1.692 2.377 2.642  0.077
N 0.346 1.629 1.626  0.068
C -0.148 1.334 0.365  -0.025
C -0.589 2.370 -0.654  -0.664
O -1.267 1.961 -1.626  -0.063
O -0.365 3.588 -0.430  -0.053
C -0.078 -0.072 0.236  -0.015
C -0.713 -0.964 -0.876  -0.241
O 0.380 -1.521 -1.633  -0.123
C 0.941 -0.715 -2.643  -0.211
C 1.510 -1.624 -3.745  -0.149
C 2.562 -2.470 -3.190  -0.228
N 3.374 -3.226 -2.816  0.124
C -1.450 -2.161 -0.269  -0.128
C -0.690 -2.831 0.894  -0.197
C -0.400 -1.812 2.001  -0.154
C 0.550 -0.725 1.422  -0.197
C 0.869 0.459 2.348  -0.133
H 0.526 -0.443 6.387  0.060
H -0.473 -1.623 5.475  0.074
H 1.100 -1.185 4.867  0.080
H -1.199 0.973 5.215  0.108
H -1.393 -0.404 -1.471  0.121
H 1.787 -0.146 -2.206  0.135
H 0.235 0.010 -3.041  0.125
H 1.909 -1.094 -4.603  0.115
H 0.683 -2.252 -4.112  0.127
H -2.430 -1.859 0.101  0.119
H -1.647 -2.889 -1.064  0.112
H 0.304 -3.221 0.551  0.123
H -1.267 -3.658 1.345  0.105
H -1.368 -1.342 2.326  0.137
H 0.036 -2.358 2.869  0.109
H 1.494 -1.178 1.176  0.140
H 1.934 0.524 2.569  0.147

Entry 3:
A single C16H17N5O2S2 molecule. Source: the Open Molecules 2025 dataset; level of theory: ωB97M-V/def2-TZVPD.

Summary:
ΔE to the lowest compared entry with this formula, charge and spin	11.8	kcal/mol
2S+1	1
Kohn-Sham gap	8.3	eV
largest force on an atom	2.85	eV/A

Each line ends with the Löwdin charge.
Cartesian coordinates (Å):
C 0.667 2.881 9.384  -0.193
C 0.972 2.405 7.974  -0.530
S 0.597 3.800 6.828  0.886
C 0.467 2.859 5.337  -0.961
N 0.786 1.570 5.268  -0.067
N 0.650 1.042 4.035  0.005
C 0.305 1.942 3.161  -0.592
N 0.131 1.469 1.877  0.121
C 0.034 2.216 0.731  -0.418
O 0.100 3.436 0.725  0.067
C -0.054 1.514 -0.513  -0.175
C -0.422 0.257 -0.869  0.052
C -0.293 0.163 -2.296  -0.217
C -0.543 -0.999 -3.132  -0.124
C -1.492 -1.936 -2.723  -0.029
C -1.737 -3.070 -3.472  -0.043
C -0.985 -3.331 -4.640  -0.233
C -1.225 -4.598 -5.372  -0.065
C -0.047 -2.370 -5.086  -0.146
C 0.700 -2.589 -6.382  -0.026
C 0.155 -1.242 -4.294  -0.224
O 1.111 -0.356 -4.704  0.058
N 0.100 1.319 -2.788  0.109
N 0.206 2.134 -1.707  0.069
S 0.083 3.539 3.819  1.078
H 1.316 3.728 9.624  0.064
H 0.889 2.112 10.160  0.088
H -0.365 3.190 9.423  0.059
H 2.016 2.043 7.851  0.089
H 0.278 1.571 7.772  0.077
H 0.357 0.497 1.705  0.150
H -0.747 -0.513 -0.178  0.118
H -1.992 -1.797 -1.772  0.108
H -2.438 -3.768 -3.088  0.094
H -0.227 -5.020 -5.571  0.086
H -1.795 -4.377 -6.254  0.079
H -1.745 -5.391 -4.711  0.111
H 1.752 -2.871 -6.207  0.097
H 0.236 -3.380 -7.007  0.079
H 0.731 -1.664 -6.904  0.066
H 0.994 0.483 -4.214  0.073
H 0.472 3.101 -1.790  0.163

Entry 4:
2 unconnected molecules or ions with the total composition C16H17NO. Source: the Open Molecules 2025 dataset; level of theory: ωB97M-V/def2-TZVPD.

Summary:
charge	-1
ΔE to the lowest compared entry with this formula, charge and spin	63.6	kcal/mol
2S+1	2
Kohn-Sham gap (alpha / beta)	2.5 / 6.0	eV
largest force on an atom	5.11	eV/A

Each line ends with the Löwdin charge.
Cartesian coordinates (Å):
C 1.123 5.173 -0.686  -0.076
C 1.469 2.022 1.417  -0.255
C 0.718 2.886 0.558  -0.219
C 1.532 4.027 0.280  -0.236
C 2.684 3.902 1.126  -0.159
C -0.383 0.503 1.301  -0.198
C 0.788 0.925 1.937  -0.117
C -1.126 1.350 0.498  -0.218
C -0.579 2.560 0.155  -0.149
N 2.716 2.595 1.633  0.015
H -0.836 -0.509 1.637  0.086
H 1.094 0.288 2.810  0.082
H -2.229 1.289 0.170  0.103
H -0.955 3.151 -0.779  0.099
H 3.547 2.379 2.281  0.165
H 3.504 4.563 1.168  0.046
H 0.357 4.873 -1.433  0.054
H 1.944 5.697 -1.116  0.035
H 0.510 5.864 -0.048  0.068
C -0.069 -4.775 -2.532  -0.087
C -1.521 -1.817 -0.807  -0.026
C -0.773 -2.537 -1.686  -0.070
C -1.841 -2.410 0.418  -0.353
C -0.330 -3.825 -1.382  -0.318
C -1.149 -3.527 0.896  0.004
C -0.388 -4.306 -0.065  -0.019
O -2.932 -2.221 1.242  0.024
H -2.010 -0.804 -1.006  0.129
H -0.714 -2.303 -2.755  0.115
H -2.959 -1.276 1.322  0.077
H -1.447 -3.887 1.810  0.079
H 0.597 -4.213 -3.343  0.102
H -1.056 -4.919 -3.059  0.087
H 0.203 -5.031 0.371  0.070
H 0.510 -5.686 -2.335  0.061

Entry 5:
2 unconnected molecules or ions with the total composition C16H17NO. Source: the Open Molecules 2025 dataset; level of theory: ωB97M-V/def2-TZVPD.

Summary:
ΔE to the lowest compared entry with this formula, charge and spin	13.5	kcal/mol
2S+1	1
Kohn-Sham gap	8.5	eV
largest force on an atom	1.49	eV/A

Each line ends with the Löwdin charge.
Cartesian coordinates (Å):
C 1.578 3.855 -1.193  -0.056
C 1.649 2.559 -0.463  -0.235
C 2.210 1.403 -0.884  -0.049
N 2.215 0.473 0.163  0.076
C 1.522 1.025 1.209  -0.254
C 1.319 0.495 2.489  -0.022
C 0.770 1.365 3.394  -0.105
C 0.503 2.726 3.123  -0.098
C 0.728 3.243 1.864  -0.026
C 1.197 2.354 0.899  -0.139
H 1.883 3.751 -2.219  0.066
H 2.292 4.585 -0.780  0.084
H 0.636 4.392 -1.073  0.076
H 2.447 1.092 -1.889  0.120
H 2.170 -0.506 -0.085  0.109
H 1.728 -0.498 2.620  0.115
H 0.544 1.089 4.420  0.097
H 0.337 3.325 4.009  0.095
H 0.422 4.241 1.572  0.109
C -4.051 -2.816 -0.740  -0.064
C -2.581 -2.628 -0.927  -0.285
C -1.858 -3.406 -1.828  -0.050
C -0.479 -3.374 -1.932  -0.014
C 0.170 -2.369 -1.210  -0.303
O 1.564 -2.302 -1.252  0.010
C -0.516 -1.539 -0.359  -0.007
C -1.908 -1.614 -0.257  -0.020
H -4.452 -3.613 -1.353  0.067
H -4.673 -1.964 -1.048  0.083
H -4.376 -2.978 0.290  0.081
H -2.439 -4.140 -2.382  0.111
H 0.046 -4.034 -2.608  0.113
H 1.824 -2.543 -2.147  0.102
H -0.020 -0.791 0.242  0.092
H -2.400 -0.856 0.336  0.119

Entry 6:
2 unconnected molecules or ions with the total composition C16H17NO. Source: the Open Molecules 2025 dataset; level of theory: ωB97M-V/def2-TZVPD.

Summary:
ΔE to the lowest compared entry with this formula, charge and spin	68.3	kcal/mol
2S+1	1
Kohn-Sham gap	8.7	eV
largest force on an atom	4.64	eV/A

Each line ends with the Löwdin charge.
Cartesian coordinates (Å):
C -2.651 -1.647 3.634  -0.074
C -1.191 -1.748 3.571  -0.288
C -0.428 -2.602 4.305  -0.023
N 0.926 -2.366 3.871  0.029
C 1.048 -1.243 3.040  -0.186
C 2.145 -0.598 2.451  -0.018
C 1.761 0.633 1.861  -0.148
C 0.485 1.012 1.607  -0.159
C -0.595 0.340 2.134  -0.048
C -0.350 -0.850 2.805  -0.127
H -3.148 -2.635 3.791  0.086
H -3.130 -1.137 2.681  0.117
H -2.851 -0.961 4.459  0.076
H -0.561 -3.410 5.033  0.123
H 1.812 -2.777 4.243  0.159
H 3.147 -0.904 2.626  0.088
H 2.632 1.402 1.718  0.133
H 0.408 2.159 1.145  0.155
H -1.530 0.845 2.310  0.109
C -0.283 3.467 -3.538  -0.084
C -0.146 1.995 -3.428  -0.273
C -0.422 1.270 -4.685  -0.037
C -0.225 -0.076 -4.737  -0.056
C 0.436 -0.742 -3.752  -0.375
O 0.596 -2.080 -3.903  0.034
C 0.730 -0.095 -2.581  -0.038
C 0.341 1.240 -2.357  -0.046
H -0.870 3.951 -2.584  0.141
H -0.611 3.833 -4.512  0.069
H 0.641 3.879 -3.589  0.026
H -0.573 1.883 -5.589  0.111
H -0.366 -0.581 -5.765  0.149
H 0.909 -2.552 -3.089  0.130
H 1.116 -0.683 -1.738  0.115
H 0.799 1.777 -1.436  0.128

Entry 7:
2 unconnected molecules or ions with the total composition C16H17NO. Source: the Open Molecules 2025 dataset; level of theory: ωB97M-V/def2-TZVPD.

Summary:
ΔE to the lowest compared entry with this formula, charge and spin	74.6	kcal/mol
2S+1	1
Kohn-Sham gap	8.3	eV
largest force on an atom	5.40	eV/A

Each line ends with the Löwdin charge.
Cartesian coordinates (Å):
C -0.886 -0.487 -3.418  -0.068
C -0.351 0.683 -2.757  -0.264
C -0.480 2.087 -3.021  -0.015
N 0.545 2.762 -2.368  0.054
C 1.314 1.934 -1.658  -0.215
C 2.496 2.129 -0.907  0.009
C 3.106 0.974 -0.320  -0.086
C 2.455 -0.243 -0.337  -0.096
C 1.340 -0.457 -1.173  -0.045
C 0.786 0.611 -1.892  -0.156
H -0.240 -1.392 -3.118  0.098
H -0.911 -0.422 -4.526  0.082
H -2.001 -0.420 -3.087  0.116
H -1.356 2.508 -3.492  0.112
H 0.256 3.602 -1.986  0.124
H 2.917 3.033 -1.141  0.072
H 3.814 1.118 0.432  0.073
H 2.662 -1.139 0.295  0.114
H 0.928 -1.434 -1.412  0.090
C -1.171 0.247 4.459  -0.041
C -1.071 -0.439 3.055  -0.268
C -1.404 0.257 1.838  0.023
C -1.252 -0.473 0.605  -0.005
C -0.927 -1.803 0.668  -0.384
O -1.113 -2.435 -0.511  0.046
C -0.466 -2.465 1.773  0.001
C -0.786 -1.752 2.980  -0.079
H -1.704 1.107 4.556  0.027
H -0.174 0.493 4.780  0.071
H -1.617 -0.363 5.229  0.069
H -1.884 1.217 1.922  0.099
H -1.498 -0.014 -0.314  0.095
H -0.940 -3.310 -0.745  0.086
H 0.057 -3.431 1.640  0.124
H -0.446 -2.280 3.949  0.136

Entry 8:
A single C16H17NOS molecule. Source: the Open Molecules 2025 dataset; level of theory: ωB97M-V/def2-TZVPD.

Summary:
ΔE to the lowest compared entry with this formula, charge and spin	2.6	kcal/mol
2S+1	1
Kohn-Sham gap	8.6	eV
largest force on an atom	0.60	eV/A

Each line ends with the Löwdin charge.
Cartesian coordinates (Å):
C -3.519 -0.896 2.107  -0.043
C -3.900 -0.204 0.831  -0.222
C -5.246 -0.023 0.533  -0.047
C -5.648 0.634 -0.616  -0.079
C -4.701 1.148 -1.486  -0.078
C -3.359 0.984 -1.202  -0.018
C -2.951 0.294 -0.064  -0.107
C -1.479 0.156 0.145  -0.457
O -0.708 1.093 0.092  0.081
N -1.059 -1.116 0.376  0.064
C 0.348 -1.425 0.490  -0.238
C 1.018 -1.494 -0.882  -0.463
S 2.806 -1.788 -0.744  0.940
C 3.486 -0.238 -0.212  -0.527
C 2.765 0.939 -0.079  -0.093
C 3.416 2.090 0.334  -0.079
C 4.772 2.081 0.609  -0.098
C 5.489 0.902 0.470  -0.093
C 4.851 -0.252 0.063  -0.132
H -4.241 -0.663 2.886  0.082
H -2.532 -0.592 2.444  0.078
H -3.520 -1.979 1.973  0.085
H -5.989 -0.400 1.220  0.112
H -6.701 0.758 -0.824  0.103
H -5.007 1.677 -2.375  0.103
H -2.605 1.388 -1.861  0.119
H -1.707 -1.876 0.248  0.144
H 0.467 -2.374 1.016  0.120
H 0.812 -0.630 1.081  0.114
H 0.638 -2.339 -1.458  0.074
H 0.852 -0.577 -1.445  0.076
H 1.707 0.994 -0.279  0.076
H 2.846 3.001 0.439  0.106
H 5.268 2.984 0.930  0.098
H 6.548 0.881 0.681  0.102
H 5.398 -1.176 -0.049  0.096